Record 1
{
  "formula": "C2H5N2O2",
  "method": "wB97M-V/def2-TZVPD",
  "species": ["O", "C", "O", "H", "N", "C", "N", "H", "H", "H", "H"],
  "coordinates": [[1.835, -0.001, 1.283], [0.982, 0.559, 2.029], [-0.211, 0.781, 1.743], [1.327, 0.880, 3.032], [0.179, -0.482, -1.095], [-1.114, -0.254, -1.337], [-1.691, -0.536, -2.460], [0.624, -0.264, -0.186], [0.684, -0.891, -1.862], [-1.678, 0.150, -0.497], [-2.604, -0.106, -2.509]],
  "spin_multiplicity": 1,
  "molar_mass_g_mol": 89.07,
  "de_lowest_kcal_mol": 0.9,
  "total_charge": -1
}

Record 2
{
  "formula": "C2H5N2O2",
  "method": "wB97M-V/def2-TZVPD",
  "species": ["C", "C", "N", "N", "O", "O", "H", "H", "H", "H", "H"],
  "coordinates": [[0.051, -0.685, -0.457], [-1.776, 2.235, 0.929], [1.174, 0.030, -0.361], [0.165, -1.929, -0.901], [-1.637, 2.806, 2.080], [-0.919, 1.649, 1.635], [-0.761, -0.086, -0.160], [1.152, 1.064, -0.055], [1.998, -0.227, -0.846], [-0.560, -2.612, -0.671], [1.113, -2.244, -1.193]],
  "spin_multiplicity": 1,
  "molar_mass_g_mol": 89.07,
  "de_lowest_kcal_mol": 99.8,
  "total_charge": 1
}

Record 3
{
  "formula": "C2H5N2O2S2",
  "method": "wB97M-V/def2-TZVPD",
  "species": ["C", "C", "N", "N", "O", "O", "S", "S", "H", "H", "H", "H", "H"],
  "coordinates": [[-0.819, -0.507, 0.334], [0.648, 0.560, -1.677], [-1.143, -0.611, -0.902], [1.417, 0.502, 0.551], [-0.235, -0.425, -1.953], [1.753, 0.226, -0.707], [-0.671, -0.930, 3.326], [-1.857, -0.475, 1.666], [1.145, 0.652, -2.687], [0.172, 1.490, -1.389], [-1.963, -0.949, -1.386], [2.295, 0.215, 0.951], [-0.742, 0.253, 3.873]],
  "spin_multiplicity": 1,
  "molar_mass_g_mol": 153.21,
  "de_lowest_kcal_mol": 111.3,
  "total_charge": 1
}

Record 4
{
  "formula": "C2H5N2O4P",
  "method": "wB97M-V/def2-TZVPD",
  "species": ["C", "C", "N", "N", "O", "O", "O", "O", "P", "H", "H", "H", "H", "H"],
  "coordinates": [[-0.193, 0.466, 1.075], [-0.170, 0.020, -0.420], [0.673, 0.973, -1.037], [-0.170, 1.642, -3.035], [2.885, 0.633, -4.098], [1.781, 0.520, -1.849], [0.929, 2.506, -3.180], [0.317, 0.607, -3.803], [1.787, 1.051, -3.336], [-0.320, -0.326, 1.712], [0.688, 1.013, 1.367], [-1.060, 1.099, 1.345], [0.262, -1.042, -0.491], [-1.063, -0.003, -0.917]],
  "spin_multiplicity": 1,
  "molar_mass_g_mol": 152.05,
  "de_lowest_kcal_mol": 27.1
}

Record 5
{
  "formula": "C2H5N2P",
  "method": "wB97M-V/def2-TZVPD",
  "species": ["C", "C", "P", "N", "N", "H", "H", "H", "H", "H"],
  "coordinates": [[-0.071, -0.998, 0.453], [-0.231, 0.272, -0.371], [0.882, -0.037, -1.811], [1.694, -1.172, -1.040], [1.049, -1.668, 0.144], [-0.050, -0.906, 1.618], [-0.962, -1.553, 0.132], [-1.198, 0.508, -0.720], [0.404, 1.002, 0.200], [1.760, 0.970, -1.474]],
  "spin_multiplicity": 1,
  "molar_mass_g_mol": 88.05,
  "de_lowest_kcal_mol": 66.5
}

Record 6
{
  "formula": "C2H5N2S3",
  "method": "wB97M-V/def2-TZVPD",
  "species": ["C", "C", "N", "N", "S", "S", "S", "H", "H", "H", "H", "H"],
  "coordinates": [[-0.912, 0.154, -1.539], [0.065, 0.293, 1.038], [-0.682, -0.761, 0.453], [-0.847, 1.370, -1.138], [-0.671, 1.875, 0.562], [1.987, 0.203, 0.574], [-0.464, -2.374, 0.462], [-1.051, -0.188, -2.664], [0.067, 0.278, 2.161], [-0.845, 2.056, -1.843], [2.475, -0.734, 1.447], [0.878, -2.171, 0.487]],
  "spin_multiplicity": 1,
  "molar_mass_g_mol": 153.28,
  "de_lowest_kcal_mol": 113.3,
  "total_charge": 1
}

Record 7
{
  "formula": "C2H5N2S3",
  "method": "wB97M-V/def2-TZVPD",
  "species": ["C", "C", "N", "N", "S", "S", "S", "H", "H", "H", "H", "H"],
  "coordinates": [[-0.895, -0.801, -0.346], [-1.228, 0.064, 1.570], [-0.761, -0.941, 0.939], [-1.600, 0.251, -0.698], [-2.059, 1.208, 0.585], [1.576, 0.466, -1.127], [2.698, 0.481, 0.640], [-0.326, -1.530, -0.909], [-1.289, 0.286, 2.643], [-1.690, 0.405, -1.624], [2.474, 0.854, -2.027], [3.100, -0.741, 0.354]],
  "spin_multiplicity": 1,
  "molar_mass_g_mol": 153.28,
  "de_lowest_kcal_mol": 17.6,
  "total_charge": 1
}

Record 8
{
  "formula": "C2H5N3",
  "method": "wB97M-V/def2-TZVPD",
  "species": ["C", "C", "N", "N", "N", "H", "H", "H", "H", "H"],
  "coordinates": [[0.843, -0.768, -2.043], [0.614, -0.324, -0.958], [0.366, 0.151, 0.554], [-0.015, -0.880, 1.393], [-0.644, 1.236, 0.514], [1.260, -0.768, -3.017], [-0.032, -0.686, 2.384], [-0.733, -1.385, 1.026], [-1.392, 1.202, -0.214], [-0.267, 2.224, 0.361]],
  "spin_multiplicity": 1,
  "molar_mass_g_mol": 71.08,
  "de_lowest_kcal_mol": 116.4
}